{
  "formula": "C62H90N10O10",
  "method": "ωB97M-V/def2-TZVPD",
  "e_tot_ev": -101044.790,
  "homo_ev": -18.416,
  "charge": 8,
  "elements": ["H", "C", "C", "C", "C", "C", "H", "C", "H", "C", "H", "H", "H", "H", "H", "C", "C", "H", "O", "H", "H", "C", "C", "H", "C", "C", "C", "H", "H", "O", "C", "C", "C", "C", "H", "H", "H", "C", "H", "N", "N", "H", "H", "C", "H", "C", "H", "H", "C", "H", "H", "C", "C", "H", "H", "H", "H", "H", "O", "H", "C", "H", "N", "O", "H", "C", "H", "C", "H", "H", "C", "H", "H", "H", "H", "C", "N", "C", "H", "O", "H", "N", "C", "C", "H", "C", "H", "H", "H", "O", "H", "H", "C", "H", "H", "N", "C", "C", "C", "C", "H", "H", "H", "H", "H", "O", "C", "H", "C", "H", "H", "O", "H", "H", "H", "H", "H", "C", "C", "C", "H", "H", "C", "H", "H", "H", "N", "N", "C", "C", "H", "N", "H", "H", "C", "C", "H", "H", "H", "C", "H", "H", "H", "H", "C", "C", "C", "C", "C", "N", "H", "C", "H", "C", "C", "H", "C", "C", "O", "C", "H", "H", "O", "C", "H", "H", "H", "H", "H", "H", "C", "H"],
  "coordinates": [[-1.5985, 1.9853, -7.7306], [-9.8975, -0.6237, -2.9432], [-0.3671, 5.7897, 4.8157], [-1.6068, -8.1244, 12.7290], [7.9372, 11.7896, -0.0624], [-1.8513, -7.9538, 11.3679], [8.6078, -8.1472, -3.8945], [-2.3276, -4.3969, -7.1689], [-4.0799, -10.2723, 9.0723], [6.8432, -3.0369, -3.4565], [-0.3131, 5.7149, 6.8386], [-1.6405, -6.9272, 11.0062], [2.3916, 9.1094, 0.1054], [-0.9324, -7.6283, 6.4664], [-8.7964, -3.5443, -9.1968], [-2.0877, -10.3929, 12.5480], [-8.7529, -1.1389, -3.5459], [-3.6357, 8.3548, 9.4710], [-5.0518, -3.1231, -5.0904], [-3.3010, -4.5624, -6.6812], [5.3752, -1.4186, -2.8547], [-1.4306, -2.4270, -8.3372], [-2.3467, -10.3094, 11.2324], [-1.3070, 9.1702, 7.9723], [-1.1413, 8.0820, 7.9071], [-7.5762, -1.2133, -2.7951], [-0.6449, 1.9723, -7.2282], [7.8220, 11.1797, -0.9657], [2.7186, 2.4383, -5.7198], [1.5501, -0.7045, -3.4353], [8.6082, -7.0734, -4.1170], [8.5350, -4.7579, -3.7581], [-8.1471, -2.7972, -5.2990], [6.2947, -1.9522, -2.7330], [0.0082, 3.6931, 5.3120], [-7.7451, -3.5027, -4.5934], [-2.9012, 4.8544, 3.3663], [6.9425, 12.8858, 0.3400], [8.5981, -1.4992, -0.3603], [-8.7620, -0.5632, -0.8294], [-1.9050, -2.9803, -7.2110], [9.4522, -8.3713, -6.6062], [5.0158, 13.0291, 1.0865], [9.0425, 10.4398, 1.7093], [5.2021, 12.2324, -1.6951], [-1.4034, -9.4731, 14.7578], [-1.5281, -4.9060, -6.5833], [-0.2636, -0.9586, -9.2137], [-2.2268, -9.0311, 10.6392], [-0.3908, 7.7446, 8.6761], [0.9212, 4.7083, -4.6936], [4.1360, 10.6724, -0.5237], [8.6158, -3.0695, -1.8884], [-2.4131, -2.8651, -5.2105], [-1.8640, 5.9105, 6.3060], [-1.3088, -0.4967, -5.0202], [-2.3220, -9.8955, 15.2454], [5.3721, -0.0099, -1.2759], [3.5707, 10.5801, 0.6926], [-10.7780, -0.1347, -1.0640], [-2.8618, 3.8994, 3.8885], [-2.5883, 3.0743, 3.2814], [0.9576, 3.3338, -6.2518], [-2.3496, 7.3821, 8.0407], [-9.7163, -0.7587, -8.0902], [6.3621, -0.2688, -0.9396], [7.0208, 13.6677, -0.3918], [-0.0030, 0.7660, -6.9400], [-0.8779, 6.3260, 4.0102], [-2.3505, -9.6641, 4.5535], [-3.4401, -9.6065, 8.5326], [9.9872, 10.1548, 1.1872], [0.3796, 7.8359, 6.3674], [-1.0876, -8.5141, 15.1348], [-10.7982, -0.6715, -3.5264], [-8.1893, -2.6901, -8.9643], [-2.6869, -8.7859, 6.4457], [-8.7889, -1.6396, -4.9549], [6.3375, -3.4329, -4.2987], [-5.5462, -5.3617, -5.0823], [-3.9807, 6.7331, 9.0487], [8.7970, -6.8179, -5.4397], [8.4966, -7.9062, -6.3847], [-3.1389, 7.4158, 9.2285], [-8.3874, -1.8421, -9.5908], [-7.8867, -3.0496, -6.6052], [-7.1102, -2.9026, -8.9890], [-2.5639, -11.1850, 10.6823], [-7.7252, -0.6902, 0.9536], [-5.7072, -4.0146, -3.1520], [7.8042, -8.5958, -5.8829], [-1.2022, 8.3073, 5.7607], [-1.5903, -8.1193, 8.4432], [1.1690, -0.6055, -2.4876], [3.3668, 10.5597, -1.3118], [5.5422, 12.3827, 0.5179], [-9.2602, -1.2719, -7.2294], [8.9262, -4.5274, -5.0320], [8.4869, -6.0455, -3.2759], [-3.5646, -9.5175, 7.1551], [-3.9604, -8.6897, 4.8269], [3.6310, 8.7071, 1.2983], [7.2547, 13.2972, 1.2606], [-8.8420, 0.5973, 0.9914], [7.0487, 0.5635, -1.1757], [-1.9024, 3.8937, 4.9867], [-2.8282, -8.7567, 5.0066], [-2.3717, -4.8363, -8.1676], [-2.4268, -8.9382, 9.2102], [8.7231, 9.6960, 2.4180], [-4.3252, -10.0353, 6.5375], [7.9023, 10.7951, 0.9324], [-6.6663, -1.6654, -3.2048], [-2.5989, 7.0914, 10.1678], [9.1416, -5.5460, -7.0366], [0.6926, 6.0638, 4.8338], [9.6129, -3.4495, -1.5225], [-1.9171, -2.3313, -6.0318], [1.2416, 0.9691, -6.3911], [-7.6446, -1.0223, -1.4097], [5.5353, 11.5250, 1.0022], [9.3972, 11.3661, 2.1399], [9.0158, -5.6131, -5.9496], [-9.5050, -0.9617, 1.2317], [-0.3317, 4.0773, 3.5625], [-5.9774, -6.0748, -4.5077], [-0.8765, 6.2665, 6.1683], [6.9363, -1.4121, -1.6746], [-1.3214, -1.0958, -5.9736], [-0.6319, -0.5414, -7.1143], [-0.5215, -10.1782, 14.8188], [-1.7310, -9.3307, 13.3224], [2.2720, 9.5575, 1.8943], [8.4651, -6.1878, -2.2134], [-0.7496, -1.2550, -8.2922], [-9.8771, -0.3818, -1.5917], [-3.8421, 3.7453, 4.3124], [1.9189, 0.1102, -6.3089], [4.8451, 9.8138, -0.6911], [7.9935, -3.6153, -3.0186], [8.0712, -7.4964, -7.3570], [2.4834, 4.6472, -5.6682], [-2.2425, -7.8669, 4.6445], [8.8550, 12.2545, -0.2458], [8.0984, -1.9718, -1.1860], [1.3452, 4.6561, -5.6645], [-5.4671, -4.1579, -4.3800], [-1.7272, -8.0815, 7.0726], [-0.6561, 7.7426, 6.4651], [-8.4344, -2.3180, -7.5823], [-1.5265, -3.0626, -9.2219], [4.7226, 12.0871, -0.6923], [-1.2459, -7.2778, 13.2859], [-0.1607, 3.1827, -6.8726], [2.8620, -0.9645, -3.0491], [-0.8848, -7.4288, 8.8029], [2.8771, 9.4623, 1.0080], [1.7171, 2.2401, -6.0804], [3.6777, -1.2733, -3.8901], [-8.7269, -0.4212, 0.7114], [1.0420, 5.5094, -6.2694], [3.7899, 12.6893, -0.6540], [3.0806, -0.7743, -1.8419], [-0.5875, 4.2660, 4.6173], [-10.0632, -0.0277, -5.8253], [-0.8039, 4.0404, -7.0582], [6.3488, -0.4715, 0.0819], [-7.3485, -3.9477, -6.9109], [-2.0557, -11.3759, 13.0619], [-6.7089, -1.0972, -0.9211], [-9.4196, -0.8670, -5.9467], [9.1627, -3.5208, -5.3734]],
  "forces_ev_per_angstrom": [[-0.19, -0.14, -0.05], [0.58, -0.91, 0.07], [-0.12, 0.10, 0.25], [-0.06, -0.57, -0.32], [-1.14, -1.51, 0.41], [0.83, 1.48, 1.54], [-0.20, 0.63, 0.30], [0.32, -1.02, 0.26], [-0.53, -0.14, 0.12], [-1.12, 1.46, 1.00], [-0.48, 0.41, 0.02], [-0.48, -0.96, -0.13], [-0.82, -0.31, 0.13], [-0.79, 0.13, 0.07], [-0.15, -0.36, -0.39], [0.63, -1.48, 2.47], [0.36, -0.11, 0.00], [0.48, 0.49, -0.43], [-0.83, -2.85, 0.35], [0.29, 0.58, 0.01], [-0.96, -0.35, -1.22], [-0.26, -1.87, 0.36], [0.17, 2.00, -0.20], [0.33, -0.27, 0.08], [0.23, -0.39, 0.26], [-0.45, -1.15, 0.51], [-1.42, -1.58, -0.81], [-0.94, 0.85, -0.49], [-0.10, -0.34, 0.19], [-1.25, -0.01, 2.01], [0.76, -1.41, -1.49], [-0.31, 0.58, -0.06], [0.68, -0.13, 0.63], [1.10, 0.26, 0.83], [0.71, -0.13, -0.11], [0.10, 0.20, 0.46], [0.29, 0.01, -0.19], [0.66, -1.09, -1.46], [-0.03, 0.05, 0.20], [-0.24, -0.48, 0.89], [-0.71, -0.32, 0.11], [-0.10, -0.47, -0.16], [-0.09, 0.34, 0.32], [1.27, 1.46, -0.67], [0.02, -0.07, 1.28], [0.15, -1.83, 0.04], [-0.68, 0.13, -0.48], [-0.09, 0.32, 0.06], [-0.46, -1.71, -0.34], [-0.55, 0.41, -0.59], [-0.17, 0.09, 0.91], [0.80, -1.02, -2.80], [1.50, 0.52, 1.69], [0.16, 0.48, -0.27], [1.01, 0.87, 0.01], [-0.06, -0.97, -1.08], [1.10, 0.51, -0.11], [-0.44, -0.32, -0.31], [0.09, 3.22, 2.26], [-0.18, 0.27, 0.24], [0.51, 0.52, 1.38], [0.02, -0.59, -1.04], [1.88, 0.48, 1.02], [-0.37, -0.36, -0.33], [0.19, -0.23, 0.59], [1.01, 1.12, -1.94], [-0.67, 0.47, -0.43], [0.11, 1.98, 0.01], [0.02, 0.19, 0.38], [-0.73, 0.67, 0.40], [0.22, -0.50, -0.39], [-1.13, -0.55, -0.43], [1.59, 0.70, -0.21], [-0.23, 0.20, 0.24], [-0.52, 0.51, 0.27], [1.11, 0.18, 0.21], [0.10, -0.04, 1.16], [-0.47, 1.54, 0.79], [-0.63, -0.07, -0.63], [-1.08, -0.36, 1.55], [0.50, -0.05, 0.01], [-1.14, -0.15, -0.73], [0.09, -0.24, -1.11], [-0.20, -0.53, 1.32], [-0.24, 0.20, -0.42], [-0.46, -1.21, -1.42], [-0.49, -0.21, -0.45], [-0.23, -0.70, -0.49], [0.42, -0.58, 0.51], [-0.56, -1.60, -1.61], [0.28, 0.17, -0.52], [-0.52, 0.52, -0.93], [-1.14, -0.25, -1.01], [0.54, -0.04, -2.31], [0.22, 0.06, 0.00], [0.31, 1.40, -1.46], [0.63, -0.49, -2.37], [0.85, -0.27, -2.85], [0.35, 0.20, 1.70], [-0.16, -0.23, -0.06], [1.95, -0.03, -0.34], [-0.30, -0.35, -0.20], [0.30, 0.29, 1.17], [-0.20, 1.06, -0.17], [-0.40, -0.14, 0.42], [-0.60, 0.63, -0.79], [-0.30, 0.41, -1.48], [0.15, 0.30, 0.08], [0.09, 1.04, -1.67], [0.05, -0.07, 0.24], [0.46, 0.30, 0.80], [-0.45, -0.89, 0.28], [-0.14, 0.23, 0.04], [-0.23, 0.20, -1.18], [0.10, 0.17, 0.60], [-0.12, -0.21, -0.39], [-1.30, 0.26, -0.48], [0.01, 0.10, -0.16], [1.86, -0.68, 0.07], [-0.08, 1.01, -2.44], [0.54, -1.41, 1.36], [-0.07, 0.17, 1.10], [-0.09, 1.09, 1.58], [-0.01, -0.61, -0.34], [-0.08, -0.36, 0.36], [0.97, 1.53, -0.82], [-0.46, -1.38, -0.10], [0.79, -1.70, 0.58], [1.05, 1.77, 0.43], [-1.87, -1.58, 1.42], [-1.13, 0.63, 0.15], [0.08, 1.18, -1.41], [-0.58, 0.60, -0.11], [-0.54, -0.31, 0.34], [0.90, 1.12, -0.84], [-0.01, -0.02, 0.66], [-0.15, -0.18, 0.25], [-0.15, 0.47, 0.52], [-0.02, 0.82, 0.09], [0.94, 0.74, 1.50], [0.41, -0.52, 1.47], [-1.52, 0.19, 0.39], [-1.03, -0.84, 0.12], [1.79, 0.87, 0.35], [-0.66, -0.89, -2.41], [2.38, -0.57, -1.26], [1.68, 3.64, 0.31], [0.72, -0.55, -0.10], [-1.34, -1.33, 1.69], [-0.94, 1.12, 1.85], [0.13, 0.47, 0.21], [-1.68, -0.64, -0.94], [-0.08, -0.09, 0.55], [-2.85, 1.08, -0.95], [-0.03, 0.85, 1.25], [1.03, 0.27, 0.92], [1.03, -2.61, 0.03], [0.43, -0.40, 0.10], [0.88, -0.60, -2.36], [-0.27, 0.22, -1.69], [-0.28, -0.38, -0.20], [0.95, 0.23, -0.04], [-0.02, 0.05, 1.19], [-0.50, 0.87, 0.52], [-0.14, 0.58, 0.63], [0.43, 0.09, 0.09], [0.07, -0.39, 1.67], [0.13, 0.40, 0.10], [-0.23, 0.81, -0.26], [0.32, -0.24, 1.19], [0.38, -1.11, -0.07], [-0.37, -0.22, -0.08]]
}